This record from the OMol25 dataset describes a 11-piece molecular cluster, C27H76O11 overall in a non-equilibrium geometry. The level of theory is ωB97M-V/def2-TZVPD.

Geometry as XYZ:
```
114
Properties=species:S:1:pos:R:3:forces:R:3:lowdin_charge:R:1
C -3.36191 -4.61696 2.02915 0.977 0.032 0.620 -0.0619
C -3.54804 -4.20429 0.58030 -0.814 0.210 0.877 -0.5046
C -2.60748 -3.09040 0.17464 -0.241 0.185 -0.902 -0.0646
O -3.38872 -5.32877 -0.28027 0.154 -0.163 0.066 -0.0454
H -4.21519 -5.14019 2.45710 0.072 -0.328 -0.273 0.0760
H -3.18958 -3.76271 2.69198 -0.201 0.255 -0.308 0.0766
H -2.43702 -5.19178 2.14991 -0.253 -0.305 -0.109 0.0861
H -4.60078 -3.89318 0.56959 0.127 0.358 -0.557 0.1346
H -2.69542 -2.18624 0.77529 0.135 -0.221 0.381 0.0635
H -2.84334 -2.75766 -0.84252 0.003 -0.164 -0.047 0.0802
H -1.58547 -3.47012 0.13611 0.068 0.128 0.298 0.0742
H -4.11659 -5.35238 -0.90395 -0.005 0.031 -0.046 0.0856
C -4.18982 0.68671 2.45573 -0.393 -0.347 -0.590 -0.0576
C -3.87659 1.11520 3.87953 -0.656 -0.585 -0.201 -0.4868
C -5.04542 1.86047 4.50694 -0.386 0.510 -0.505 -0.0524
O -3.61150 -0.03192 4.68248 0.561 -0.118 0.093 -0.0546
H -5.09086 0.06129 2.42039 -0.034 0.065 0.231 0.0821
H -3.40960 0.06785 2.00762 0.222 0.178 0.202 0.0566
H -4.40012 1.51387 1.77164 0.171 0.166 0.173 0.0697
H -2.93952 1.67083 3.86804 -0.107 0.230 0.259 0.1126
H -5.97475 1.28968 4.39621 0.233 -0.406 0.254 0.0810
H -5.32333 2.78261 3.98343 0.515 0.158 0.112 0.0730
H -4.86209 2.06125 5.55939 -0.011 0.066 0.005 0.0819
H -4.37850 -0.61282 4.69487 -0.113 0.120 -0.094 0.0865
C -2.98969 2.84802 -1.97760 1.558 -0.841 -0.146 -0.0451
C -1.87756 3.79954 -2.44579 -1.291 -0.424 -1.251 -0.4886
C -1.65656 3.71958 -3.95543 0.495 0.206 -0.318 -0.0628
O -2.22161 5.14480 -2.13151 0.652 0.225 0.865 -0.0645
H -3.16998 3.01024 -0.91698 -0.652 0.232 -0.142 0.0619
H -2.57953 1.82950 -2.02590 -0.025 0.022 -0.034 0.0675
H -3.82998 2.81352 -2.66742 -0.386 0.514 0.394 0.0803
H -0.93926 3.50507 -1.97549 -0.014 0.543 0.425 0.1124
H -1.11541 2.83005 -4.28800 -0.187 -0.100 0.177 0.0799
H -1.04413 4.57585 -4.24882 0.095 -0.044 0.022 0.0794
H -2.57499 3.80328 -4.54292 -0.154 -0.138 0.231 0.0800
H -2.89163 5.47407 -2.73393 -0.094 -0.202 -0.182 0.0895
C 0.78542 -4.40996 -2.15642 0.414 0.120 -0.011 -0.0532
C 0.40467 -4.53947 -3.63166 0.058 0.523 1.110 -0.5039
C 1.61731 -4.17924 -4.47874 0.002 -0.596 -0.225 -0.0549
O -0.02402 -5.84769 -3.91054 0.257 -0.534 -0.977 -0.0351
H 1.54254 -5.17065 -1.94928 0.039 0.061 0.098 0.0801
H -0.01877 -4.53469 -1.42971 -0.240 -0.053 -0.265 0.0658
H 1.23387 -3.42645 -1.98679 -0.001 -0.065 0.081 0.0550
H -0.37924 -3.79913 -3.84314 -0.159 -0.195 -0.152 0.1327
H 1.50599 -4.52439 -5.50804 -0.282 0.324 -0.066 0.0814
H 2.53113 -4.67502 -4.13995 -0.092 0.040 0.320 0.0807
H 1.76124 -3.10112 -4.42935 0.096 0.024 -0.185 0.0684
H -0.63388 -6.20990 -3.26661 -0.076 0.366 0.318 0.0892
C -0.69205 0.10093 -0.07714 -0.171 -0.056 0.144 -0.0305
C 0.74179 -0.07003 0.38829 0.355 0.122 -0.626 -0.4487
C 1.66818 -0.35626 -0.79456 -0.204 -0.016 0.040 -0.0433
O 1.19654 1.07286 1.10115 0.187 0.044 0.295 -0.0967
H -1.36100 0.33897 0.75234 0.037 -0.328 0.123 0.0712
H -0.99093 -0.82163 -0.57600 -0.302 0.055 0.053 0.0701
H -0.83233 0.93014 -0.77615 0.429 -0.029 -0.147 0.0670
H 0.83915 -0.90272 1.08830 -0.283 0.048 0.141 0.1452
H 2.69879 -0.54250 -0.49235 0.028 0.304 0.117 0.0692
H 1.60474 0.50988 -1.45686 0.244 -0.118 -0.192 0.0733
H 1.36334 -1.25529 -1.33584 -0.219 0.124 -0.056 0.0638
H 1.14800 1.89370 0.57708 -0.022 -0.409 -0.187 0.0513
C -0.49252 2.01391 5.38119 -0.122 -0.285 0.352 -0.0558
C 0.12296 2.03163 3.98476 -0.204 -0.052 1.097 -0.5033
C 1.20102 3.10183 3.87120 0.033 -0.436 -0.740 -0.0489
O 0.62430 0.72048 3.77982 0.011 0.003 -0.437 -0.0541
H 0.18133 1.59027 6.13051 0.316 0.051 -0.256 0.0851
H -1.36059 1.35219 5.40182 -0.097 0.136 -0.042 0.0587
H -0.76356 3.00399 5.75252 -0.153 0.044 -0.245 0.0774
H -0.69150 2.23562 3.27709 0.096 0.062 -0.164 0.1077
H 0.84473 4.04933 4.27328 0.160 0.053 0.037 0.0778
H 1.46811 3.23127 2.81742 0.009 0.163 0.041 0.0564
H 2.11638 2.75622 4.35166 -0.103 0.149 0.324 0.0888
H 0.84002 0.65607 2.83269 0.084 0.189 0.297 0.0404
C 4.87369 -1.41184 -3.82540 0.720 0.060 0.772 -0.0536
C 4.54878 -0.00292 -4.31267 0.177 0.250 -0.372 -0.4871
C 3.06064 0.22092 -4.55110 0.445 0.792 0.471 -0.0526
O 5.03984 1.03442 -3.45075 -0.309 -0.392 0.293 -0.0577
H 5.83967 -1.47368 -3.30668 0.111 0.419 -0.243 0.0759
H 4.97548 -2.13981 -4.62913 -0.542 -0.015 -0.072 0.0802
H 4.19208 -1.72967 -3.03265 -0.361 -0.134 -0.361 0.0617
H 5.04362 0.20691 -5.27004 -0.066 -0.493 -0.141 0.1314
H 2.42823 0.06217 -3.67515 0.200 -0.572 0.042 0.0561
H 2.75003 -0.37892 -5.40248 -0.290 0.082 0.015 0.0812
H 2.94722 1.29431 -4.72611 -0.109 -0.115 -0.561 0.0782
H 5.99809 0.94094 -3.44033 -0.043 0.098 0.172 0.0852
C -3.73675 5.22444 1.67273 -0.606 -0.903 -0.663 -0.0535
C -2.25102 5.28741 2.02640 -0.664 0.358 -0.613 -0.4737
C -1.41868 4.26762 1.26823 0.027 0.274 -0.221 -0.0477
O -1.78961 6.60510 1.78821 0.549 0.497 0.967 -0.0428
H -3.91463 5.43002 0.61037 0.329 0.168 -0.014 0.0761
H -4.41066 5.88127 2.22028 0.451 0.232 0.294 0.0782
H -4.15025 4.21343 1.79240 0.216 0.000 0.227 0.0597
H -2.15118 5.07789 3.09286 0.158 0.349 0.079 0.1372
H -1.23680 4.59379 0.23824 -0.576 -0.103 -0.091 0.0632
H -1.97674 3.32981 1.29775 0.496 -0.269 -0.175 0.0734
H -0.41139 4.18911 1.67900 -0.168 -0.294 0.420 0.0635
H -1.78551 6.83889 0.85800 -0.196 -0.401 -0.245 0.0862
C 4.00998 -3.12935 0.19672 -1.064 -0.614 -0.735 -0.0566
C 4.53197 -4.54343 0.08133 0.846 -0.393 -0.392 -0.5034
C 5.86504 -4.65153 -0.67422 -0.211 0.218 0.076 -0.0564
O 4.66533 -5.12157 1.37572 -0.341 0.095 0.008 -0.0427
H 3.65753 -2.88443 -0.81283 0.679 0.511 -0.084 0.0556
H 4.71233 -2.41284 0.60996 -0.038 0.085 -0.011 0.0887
H 3.03722 -3.13258 0.69727 0.357 0.021 0.679 0.0826
H 3.83503 -5.10582 -0.55670 -0.323 -0.073 0.430 0.1228
H 6.68823 -4.19293 -0.12479 -0.095 0.193 -0.009 0.0821
H 5.74888 -4.18120 -1.65441 0.201 -0.006 0.016 0.0705
H 6.13535 -5.69797 -0.82920 -0.094 -0.036 -0.030 0.0741
H 4.83850 -6.06205 1.27270 0.050 0.015 0.017 0.0867
O 1.54436 3.22685 -0.57159 -0.142 0.466 -0.224 -0.0316
H 2.04842 3.35037 -1.38579 0.049 -0.145 0.142 0.0725
H 1.24926 4.11369 -0.32515 0.041 -0.123 0.023 0.0605
O 4.23717 1.16049 1.40339 0.030 -0.098 -0.164 -0.0637
H 3.38534 1.19655 0.94517 0.015 0.006 0.289 -0.0058
H 4.12673 0.45909 2.05467 -0.058 0.112 -0.007 0.0350
```
Forces are in eV/Å.

Results
HOMO: -9.48 eV
ΔE to the lowest compared entry with this formula, charge and spin: 8.31 kcal/mol
HOMO-LUMO gap: 9.7 eV
net charge: 0
SMILES: CC(C)O.CC(C)O.CC(C)O.CC(C)O.CC(C)O.CC(C)O.CC(C)O.CC(C)O.CC(C)O.O.O
maximum force: 1.85 eV/A
LUMO energy: 0.1787 eV
total energy: -1901.89319 hartree

---

This record from the OMol25 dataset describes a 9-piece molecular cluster, C27H78N12O9 overall in a non-equilibrium geometry. The level of theory is ωB97M-V/def2-TZVPD.

Geometry as XYZ:
```
126
Properties=species:S:1:pos:R:3:forces:R:3:lowdin_charge:R:1
C -0.97321 5.59990 -1.29965 -0.760 -0.254 -1.067 -0.0734
O -1.27733 4.24601 -1.77407 0.439 0.788 -0.132 -0.2601
C -2.08753 4.16931 -2.98447 -0.113 1.019 1.217 -0.1559
C -2.56748 2.76108 -3.23552 0.933 -1.588 0.266 -0.4546
C -1.47365 1.70714 -3.22757 0.919 0.714 1.123 -0.0664
N -3.24068 2.68576 -4.50543 -1.081 0.540 -0.860 0.0393
H -0.64108 6.21692 -2.13456 -0.008 -0.011 -0.106 0.0749
H -0.20920 5.67241 -0.52562 0.020 -0.913 -0.096 0.0985
H -1.86745 6.07326 -0.89422 -0.211 -0.016 -0.018 0.0762
H -2.98401 4.76246 -2.80391 -0.163 0.283 -0.156 0.1250
H -1.56680 4.63206 -3.82281 0.304 -0.218 -0.177 0.1288
H -3.21656 2.47784 -2.40692 -0.614 0.251 -0.141 0.1310
H -0.66780 2.09084 -3.85326 0.150 -0.546 -0.415 0.0865
H -1.82977 0.71081 -3.48952 -0.015 0.174 -0.391 0.0728
H -1.03900 1.61055 -2.23266 0.145 -0.082 0.145 0.0569
H -3.50486 1.73619 -4.72595 -0.381 -0.225 0.485 0.0722
H -2.60391 2.86053 -5.26969 0.412 0.538 0.012 0.0741
C 3.12288 -4.25084 -1.57137 -0.392 0.468 -0.823 -0.0763
O 2.51278 -3.40471 -2.54643 0.104 -0.167 -0.213 -0.1920
C 1.09773 -3.51647 -2.57234 1.524 0.049 0.176 -0.2141
C 0.56482 -2.58427 -3.57809 -0.408 3.406 -1.862 -0.4369
C 0.72225 -1.05433 -3.36743 1.513 0.498 0.727 -0.0509
N -0.85982 -2.70868 -3.74220 -0.612 -0.709 0.151 0.0408
H 2.33057 -4.49453 -0.86358 0.581 -0.015 0.726 0.0810
H 3.97931 -3.68948 -1.19790 -0.282 -0.240 0.560 0.0682
H 3.49865 -5.16960 -2.02168 -0.084 -0.191 -0.161 0.0829
H 0.79283 -4.51933 -2.87136 -0.077 -0.398 0.214 0.1287
H 0.73579 -3.26188 -1.57621 -0.461 -0.102 0.215 0.1183
H 0.94406 -2.70019 -4.59339 0.666 -0.749 0.154 0.1436
H 0.39798 -0.66389 -2.40280 -0.752 -0.301 0.189 0.0613
H 0.30036 -0.44567 -4.16720 -0.531 -0.513 -0.013 0.0701
H 1.74053 -0.66616 -3.34420 0.570 -0.607 -0.169 0.0593
H -1.22848 -2.51782 -2.82146 -0.558 -0.162 0.122 0.0254
H -1.01424 -3.68172 -3.96457 -0.698 -0.270 0.041 0.0712
C 2.06212 5.38079 -3.07066 0.688 -0.984 -0.460 -0.0924
O 2.65289 4.10400 -3.36781 0.149 1.044 0.401 -0.1946
C 2.40932 3.06535 -2.40867 1.184 0.990 -1.069 -0.1765
C 2.79814 3.38576 -0.97517 -0.972 -0.247 -0.803 -0.4633
C 4.24298 3.64773 -0.65826 0.350 1.307 0.241 -0.0594
N 2.47303 2.24540 -0.17324 -0.663 -1.066 0.910 0.0533
H 0.98028 5.28438 -2.97899 -0.092 0.095 -0.292 0.0517
H 2.39443 5.99972 -3.90409 -0.494 0.158 0.008 0.0913
H 2.42953 5.85120 -2.15862 0.204 -0.158 0.211 0.0792
H 1.35900 2.81046 -2.54991 -0.094 -0.531 0.602 0.1109
H 3.11339 2.30498 -2.74668 -0.441 -0.571 -0.097 0.1251
H 2.16745 4.23512 -0.71263 0.090 0.131 0.638 0.1220
H 4.23114 3.65067 0.43167 0.508 -0.416 0.073 0.0828
H 4.62300 4.64164 -0.89455 -0.157 0.085 -0.547 0.0729
H 4.94237 2.92255 -1.07426 -0.178 -0.148 0.091 0.0682
H 1.55458 1.84779 -0.30920 -0.752 0.519 0.132 0.0367
H 2.99834 1.43338 -0.46437 0.708 -0.108 -0.077 0.0193
C 1.35508 -0.31862 4.72855 -0.492 0.561 0.830 -0.1175
O 0.36385 0.64560 4.35777 0.014 -0.434 0.751 -0.1841
C -0.97914 0.48631 4.91820 0.688 0.373 -2.119 -0.1281
C -1.70266 -0.45977 3.92680 -2.425 0.281 0.459 -0.4032
C -3.19263 -0.59869 4.18439 -1.476 0.685 0.603 -0.0649
N -1.26243 -1.83670 3.93698 1.407 -0.130 -0.418 0.0284
H 2.23958 -0.22527 4.09844 -0.342 0.098 -0.287 0.0728
H 0.98874 -1.34516 4.73967 0.169 -0.004 -0.242 0.0619
H 1.68308 -0.12467 5.74977 0.119 0.098 0.287 0.0805
H -1.05289 0.29001 5.98784 0.456 -0.932 0.108 0.1221
H -1.40640 1.48759 4.86358 -0.107 0.018 -0.476 0.1214
H -1.64670 -0.06085 2.91397 0.676 0.123 0.070 0.1258
H -3.73840 -1.33412 3.59331 0.776 -0.523 -0.242 0.0648
H -3.83318 0.25847 3.97686 0.561 0.676 0.293 0.0635
H -3.35713 -0.87533 5.22580 -0.124 -0.052 0.241 0.0757
H -1.19692 -2.15862 4.89206 -0.031 -0.068 0.382 0.0987
H -0.30994 -1.78805 3.60459 0.309 -0.543 -0.164 0.0379
C -5.61381 1.22698 1.47542 1.483 0.285 0.094 -0.0985
O -5.35667 -0.00303 0.82039 -0.473 -2.067 -0.507 -0.1847
C -4.09188 -0.28190 0.19638 1.425 0.159 0.533 -0.1453
C -3.84838 -1.77985 -0.30680 -3.472 0.966 0.606 -0.4142
C -3.76915 -2.88147 0.76800 0.019 1.096 -0.926 -0.0421
N -2.80366 -1.99363 -1.24614 1.620 0.731 0.137 0.0082
H -4.91410 1.32702 2.30518 0.312 0.478 -0.225 0.0549
H -6.58721 1.35524 1.94883 -0.402 -1.047 -0.517 0.0844
H -5.52562 2.04333 0.75856 0.309 0.293 0.049 0.0820
H -3.90938 0.45029 -0.59018 -0.268 -0.118 -0.701 0.1058
H -3.22566 -0.09390 0.83076 -0.112 0.260 0.896 0.1000
H -4.75365 -1.96941 -0.88355 -0.776 -0.133 0.338 0.1230
H -4.02171 -3.78425 0.21187 -0.114 -0.371 0.417 0.0729
H -4.50487 -2.66148 1.54158 0.219 -0.310 0.139 0.0793
H -2.73725 -2.95597 1.11109 -0.231 0.051 0.438 0.0427
H -2.84575 -1.36972 -2.03928 -0.186 -0.395 -0.336 0.0856
H -2.83240 -2.98176 -1.45322 0.141 0.138 -0.727 0.0871
C 3.65509 -3.29769 2.67224 0.455 1.033 1.123 -0.1395
O 3.70781 -2.71338 1.40935 0.411 0.912 -1.608 -0.2281
C 4.50233 -1.45698 1.32650 -0.793 -1.933 -0.621 -0.1115
C 4.71325 -1.05549 -0.18166 -1.352 0.457 0.177 -0.3780
C 5.61402 0.14488 -0.31813 0.836 -0.327 -0.752 -0.0723
N 3.43010 -0.69882 -0.88420 0.280 -0.443 1.520 0.0629
H 3.27643 -2.56133 3.38110 -0.182 0.259 0.385 0.0720
H 4.66432 -3.52087 3.01831 0.195 -0.447 0.081 0.0847
H 2.97491 -4.14161 2.78731 0.199 -0.019 -0.823 0.0715
H 4.00454 -0.73742 1.97654 -0.107 0.529 -0.356 0.1112
H 5.46272 -1.66257 1.79924 0.324 0.032 -0.187 0.1181
H 5.15257 -1.87516 -0.75018 0.360 -0.386 0.554 0.1205
H 6.62318 -0.08523 0.02356 -0.038 0.300 0.699 0.0817
H 5.19358 1.08598 0.03636 0.153 -0.278 0.354 0.0606
H 5.80859 0.25068 -1.38540 -0.283 0.313 -0.271 0.0806
H 2.80219 -1.47385 -0.72560 -0.389 -0.121 -0.119 0.0502
H 3.53237 -0.63991 -1.88728 0.404 -0.065 -0.100 0.0713
N 1.24591 -1.04371 1.37076 4.891 0.781 3.645 0.2070
C 0.25122 -0.65969 0.67040 -0.912 -2.347 -1.620 -0.7705
N -0.48752 -1.73773 0.48901 -2.996 -1.154 -0.574 0.1873
O 0.13051 0.35688 0.06221 -0.760 3.602 -1.555 0.0350
H 2.09309 -0.51694 1.21296 0.043 -0.214 0.622 0.0941
H 1.21718 -1.98582 1.73367 0.987 0.249 -0.003 0.0722
H -0.16715 -2.54960 0.99726 -0.793 -0.412 -0.646 0.0615
H -1.14947 -1.70247 -0.27301 -0.573 -0.588 0.251 0.0552
N -0.30551 -5.97793 1.83287 2.757 -4.269 -2.674 0.1784
C -0.28644 -4.75911 2.24980 0.815 3.315 1.763 -0.7250
N -1.40941 -4.45819 2.82775 -1.885 0.176 0.693 0.1767
O 0.65168 -3.92264 2.23542 -0.023 -1.198 -0.937 -0.0268
H -1.02738 -6.67253 1.96151 0.172 0.525 0.078 0.1221
H 0.59143 -6.30458 1.50285 -0.265 -0.336 -0.145 0.1234
H -2.04203 -5.24307 2.88973 -0.603 1.083 0.581 0.1196
H -1.42170 -3.53298 3.23265 -1.191 0.555 0.450 0.0534
N -1.81350 2.48623 0.31909 1.872 -1.416 -2.654 0.2101
C -2.52523 3.02784 1.25366 -1.055 -1.859 2.592 -0.7538
N -3.03910 4.17587 0.88300 -1.612 3.847 -0.889 0.1726
O -2.79547 2.53016 2.34417 0.092 -0.375 0.673 0.0037
H -1.67850 3.05907 -0.50174 0.364 -0.405 -0.100 0.0549
H -1.46007 1.54099 0.27805 0.299 0.105 0.612 0.0732
H -2.87184 4.51536 -0.05341 -0.267 -0.031 0.339 0.0701
H -3.74913 4.63030 1.43929 0.381 -0.246 -0.030 0.1192
```
Forces are in eV/Å.

Results
HOMO: -8.07 eV
ΔE to the lowest compared entry with this formula, charge and spin: 76.37 kcal/mol
HOMO-LUMO gap: 8.3 eV
net charge: 0
SMILES: COC[C@H](C)N.COC[C@H](C)N.COC[C@H](C)N.COC[C@H](C)N.COC[C@H](C)N.COC[C@H](C)N.NC(N)=O.NC(N)=O.NC(N)=O
maximum force: 6.15 eV/A
LUMO energy: 0.2552 eV
total energy: -2409.62807 hartree